No. 1
# C33H39F7N3O22

A 8-piece molecular cluster, C33H39F7N3O22 overall in a non-equilibrium geometry (ωB97M-V/def2-TZVPD, the OMol25 dataset).

Output
* total energy: -103385.749 eV
* total charge: +1
* spin multiplicity: 1
* HOMO level: -11.42 eV

Each line ends with the Mulliken charge.
Cartesian coordinates (Å):
N (3.16529, 3.63164, -0.56158)  -0.34
C (2.26375, 2.68621, -0.17433)  0.07
N (0.98477, 2.57493, -0.77454)  -0.37
C (-0.02456, 2.49697, 0.30286)  0.17
O (0.23735, 1.39117, 1.14814)  -0.12
C (1.45508, 1.48872, 1.80136)  0.35
C (1.72701, 0.19757, 2.55940)  -1.16
C (3.17773, -0.29556, 2.60513)  -0.66
C (3.24105, -1.84275, 2.60981)  -1.50
C (3.44022, -2.40226, 1.21846)  0.54
C (2.45030, -2.30164, 0.23805)  -0.17
C (2.66942, -2.79247, -1.04400)  -0.76
C (3.88183, -3.39224, -1.37076)  -0.60
C (4.86276, -3.51386, -0.39672)  -0.62
C (4.64380, -3.02245, 0.88704)  -0.35
N (2.54173, 1.84778, 0.78404)  0.11
H (3.09043, 4.56878, -0.19513)  0.26
H (3.79703, 3.47801, -1.32873)  0.19
H (0.95936, 1.63625, -1.18158)  0.36
H (-0.07987, 3.44951, 0.82938)  -0.01
H (-0.97982, 2.32422, -0.17960)  0.16
H (1.44089, 2.36019, 2.46533)  0.03
H (1.39506, 0.37125, 3.58412)  0.31
H (1.05644, -0.55572, 2.15154)  0.49
H (3.68147, 0.06810, 3.50020)  0.36
H (3.75343, 0.02088, 1.73593)  0.57
H (2.33601, -2.25504, 3.05595)  0.39
H (4.09020, -2.16428, 3.21345)  0.56
H (1.48627, -1.85792, 0.45632)  0.47
H (1.89344, -2.71750, -1.79503)  0.57
H (4.04841, -3.76258, -2.37341)  0.44
H (5.80719, -3.99101, -0.62838)  0.50
H (5.42233, -3.12390, 1.63383)  0.35
H (3.43471, 2.06589, 1.22057)  0.44
C (0.18725, 5.51383, 4.35738)  -0.45
C (0.68535, 6.91520, 4.06044)  0.29
O (1.71386, 6.66466, 3.09915)  -0.34
C (1.42089, 5.52112, 2.46776)  0.51
O (1.94036, 5.14818, 1.45791)  -0.45
O (0.45659, 4.83862, 3.11222)  -0.25
F (1.22185, 7.51020, 5.13754)  -0.27
H (0.77499, 5.05277, 5.15105)  0.30
H (-0.86929, 5.46025, 4.59849)  0.27
H (-0.05418, 7.58004, 3.61290)  0.30
C (-3.34293, -0.25527, -1.15678)  0.73
C (-3.04814, 0.36736, 0.18341)  0.62
O (-4.06352, -0.14320, 1.00883)  -0.39
C (-4.45688, -1.34962, 0.47981)  0.60
O (-5.11897, -2.14203, 1.04934)  -0.51
O (-3.95175, -1.49280, -0.76784)  -0.33
F (-3.14072, 1.73315, 0.14383)  -0.38
H (-4.05964, 0.33994, -1.72641)  0.05
H (-2.43574, -0.41868, -1.73407)  -0.50
H (-2.07007, 0.09389, 0.58638)  0.18
C (-6.71634, 2.95496, 0.11499)  -0.45
C (-7.55038, 3.82440, -0.80354)  0.31
O (-6.99088, 3.53658, -2.07473)  -0.19
C (-6.46522, 2.28037, -2.02717)  0.59
O (-6.12893, 1.65018, -2.97018)  -0.52
O (-6.37533, 1.86439, -0.74556)  -0.25
F (-7.39773, 5.14420, -0.54352)  -0.30
H (-5.80758, 3.47421, 0.42262)  0.24
H (-7.25034, 2.59610, 0.98958)  0.31
H (-8.61493, 3.58769, -0.81779)  0.29
C (2.79289, -5.77268, 3.04091)  0.28
C (3.40304, -6.25055, 4.34577)  0.23
O (3.26759, -5.10939, 5.18149)  -0.33
C (2.20484, -4.39270, 4.73427)  0.68
O (1.69425, -3.49647, 5.32020)  -0.53
O (1.82807, -4.82006, 3.51143)  -0.33
F (4.71526, -6.55912, 4.23437)  -0.26
H (3.52578, -5.26311, 2.41594)  -0.25
H (2.31279, -6.55540, 2.46417)  0.32
H (2.88475, -7.09207, 4.80814)  0.28
C (-0.39885, -3.52721, -4.43754)  -0.40
C (-0.47184, -2.57998, -5.61867)  0.28
O (-0.97674, -1.39239, -5.01648)  -0.29
C (-0.62370, -1.40182, -3.71560)  0.63
O (-0.69927, -0.46236, -2.98653)  -0.65
O (-0.17653, -2.61748, -3.34740)  -0.28
F (-1.33040, -2.99858, -6.56682)  -0.28
H (-1.34883, -4.04139, -4.29108)  0.28
H (0.40815, -4.25039, -4.50047)  0.29
H (0.48904, -2.35575, -6.08439)  0.31
C (-7.19229, 6.16760, -4.25582)  -0.18
C (-8.53335, 6.19356, -4.95642)  0.30
O (-8.59333, 7.51778, -5.44537)  -0.32
C (-7.31457, 7.95926, -5.62906)  0.60
O (-7.01228, 8.92348, -6.23901)  -0.48
O (-6.44352, 7.12037, -5.01366)  -0.33
F (-9.56378, 5.98097, -4.10106)  -0.28
H (-7.28615, 6.51170, -3.22441)  0.16
H (-6.70965, 5.19500, -4.27410)  0.22
H (-8.62448, 5.49841, -5.79253)  0.30
C (7.01867, -7.22258, -0.47798)  -0.49
C (6.99022, -7.08624, 1.03120)  0.28
O (5.69944, -6.54382, 1.25561)  -0.19
C (4.89485, -6.92986, 0.22947)  0.64
O (3.71376, -6.83876, 0.23280)  -0.48
O (5.63451, -7.42516, -0.78529)  -0.37
F (7.92250, -6.22143, 1.48893)  -0.29
H (7.36164, -6.29657, -0.94158)  0.28
H (7.61505, -8.05660, -0.83461)  0.30
H (7.08031, -8.02579, 1.57798)  0.31



No. 2
# C33H39Ge2N3O7V

C33H39Ge2N3O7V as an isolated structure (ωB97M-V/def2-TZVPD, the OMol25 dataset).

Output
* expectation value of S²: 2.210
* energy above the lowest of the compared OMol25 structures with the same formula, charge and spin: 0.0 kJ/mol
* total energy: -192364.231 eV
* total charge: +1
* spin multiplicity: 3
* HOMO level (spin up / spin down): -11.10 / -10.51 eV

Each line ends with the Mulliken charge.
Cartesian coordinates (Å):
V (0.19527, -0.54572, 0.92425)  -1.03
C (-0.50229, -4.02343, 0.50729)  -2.15
C (0.39024, -2.96263, 1.09243)  1.88
C (1.55417, -2.50916, 0.42164)  0.15
C (1.94062, -3.14531, -0.88869)  -1.21
C (2.43129, -1.58783, 1.06051)  1.07
C (3.73765, -1.18600, 0.42811)  -2.42
C (2.09743, -1.08836, 2.33369)  1.43
C (3.02323, -0.14592, 3.05131)  -2.19
C (0.87041, -1.45021, 2.94487)  1.30
C (0.44042, -0.75748, 4.21393)  -2.67
C (0.05808, -2.44725, 2.36309)  0.93
C (-1.17340, -2.96525, 3.05444)  -2.08
H (-1.54983, -3.73265, 0.56398)  0.33
H (-0.39641, -4.94639, 1.08223)  0.40
H (-0.27037, -4.25145, -0.52603)  0.43
H (2.35883, -4.13738, -0.69930)  0.32
H (2.67715, -2.56775, -1.43194)  0.41
H (1.08302, -3.26731, -1.54498)  0.10
H (4.03647, -0.18489, 0.72290)  0.72
H (3.69495, -1.18955, -0.65590)  0.28
H (4.51778, -1.88510, 0.74084)  0.33
H (4.05969, -0.33650, 2.78832)  0.49
H (2.93548, -0.26748, 4.12831)  0.44
H (2.79573, 0.89431, 2.80175)  0.33
H (0.79827, -1.29353, 5.09626)  0.36
H (-0.64301, -0.69628, 4.28611)  0.62
H (0.83404, 0.25548, 4.25756)  0.45
H (-2.08330, -2.65786, 2.53573)  0.33
H (-1.24013, -2.63295, 4.08409)  0.48
H (-1.15600, -4.05508, 3.06282)  0.42
C (-3.19490, -2.51477, -2.12312)  -1.22
Ge (-1.54556, -1.96903, -3.03171)  1.38
C (-1.96547, -0.87640, -4.60225)  -1.24
C (-0.59459, -3.60092, -3.58792)  -1.35
Ge (-0.25264, -0.47666, -1.59359)  0.31
C (1.51776, 0.05232, -2.24854)  0.96
C (2.25949, 1.03443, -1.58767)  0.15
C (3.53606, 1.38138, -2.01020)  -0.96
C (4.10650, 0.73004, -3.09468)  -0.72
C (3.38955, -0.25863, -3.76054)  -0.68
C (2.11006, -0.58926, -3.33943)  -0.54
C (-1.32639, 1.17675, -1.37202)  0.31
C (-2.67479, 1.05587, -1.01217)  -0.86
C (-3.48767, 2.16923, -0.86045)  -0.77
C (-2.95998, 3.44185, -1.05615)  -0.65
C (-1.62858, 3.58268, -1.41696)  -0.71
C (-0.82198, 2.46055, -1.58001)  0.04
H (-3.66813, -3.30412, -2.70995)  0.47
H (-3.89988, -1.68858, -2.04354)  0.40
H (-2.99836, -2.90727, -1.12707)  0.29
H (-2.60554, -1.42525, -5.29398)  0.48
H (-1.05078, -0.59771, -5.12663)  0.39
H (-2.48029, 0.03618, -4.30069)  0.36
H (-0.74711, -4.39736, -2.85735)  0.39
H (0.47578, -3.46092, -3.73523)  0.35
H (-1.01878, -3.93702, -4.53516)  0.53
H (1.84229, 1.54652, -0.72628)  0.38
H (4.08624, 2.15575, -1.48995)  0.54
H (5.10232, 0.99518, -3.42513)  0.40
H (3.82655, -0.76161, -4.61382)  0.46
H (1.55743, -1.35002, -3.88049)  0.29
H (-3.10229, 0.07267, -0.84207)  0.27
H (-4.53165, 2.04702, -0.59861)  0.49
H (-3.58914, 4.31649, -0.94658)  0.47
H (-1.21603, 4.56890, -1.59302)  0.48
H (0.20362, 2.59876, -1.89879)  0.50
O (-2.20844, 6.68156, 2.65407)  -0.62
N (-2.73393, 5.59199, 2.70932)  1.04
O (-3.89292, 5.37487, 2.98519)  -0.61
C (-1.88463, 4.42631, 2.40741)  -1.13
C (-2.43985, 3.17521, 2.45793)  -0.29
C (-1.63953, 2.08663, 2.12637)  -0.57
C (-0.27396, 2.21712, 1.77315)  0.54
O (0.50778, 1.24459, 1.42900)  0.50
C (0.21018, 3.54115, 1.77022)  -0.16
C (-0.56325, 4.63575, 2.04681)  -0.34
N (1.60662, 3.76721, 1.37532)  1.06
O (2.46052, 3.10375, 1.92424)  -0.59
O (1.80238, 4.61627, 0.53425)  -0.58
N (-2.30703, 0.80331, 2.12639)  0.73
O (-1.78380, -0.19187, 1.57498)  -0.35
O (-3.39129, 0.70359, 2.63029)  -0.65
H (-3.47962, 3.04667, 2.71644)  0.69
H (-0.15784, 5.63580, 1.98073)  0.68



No. 3
# C33H39GeMnN7O5

C33H39GeMnN7O5 as an isolated structure (ωB97M-V/def2-TZVPD, the OMol25 dataset).

Output
* expectation value of S²: 0.792
* energy above the lowest of the compared OMol25 structures with the same formula, charge and spin: 90.7 kJ/mol
* total energy: -143358.672 eV
* total charge: -2
* spin multiplicity: 2
* HOMO level (spin up / spin down): -0.16 / -2.03 eV

Each line ends with the Mulliken charge.
Cartesian coordinates (Å):
Mn (0.99587, -0.50408, 0.33946)  0.41
O (3.99238, 1.48282, 4.98934)  -0.58
C (4.61237, 0.43686, 4.48011)  0.39
O (5.67738, 0.04248, 4.91310)  -0.68
C (3.92660, -0.27007, 3.37057)  0.37
C (4.39025, -1.42358, 2.76886)  -0.64
N (3.47997, -1.77477, 1.84569)  -0.19
N (2.46934, -0.91847, 1.79288)  0.90
C (2.71706, 0.01032, 2.69353)  -0.12
C (1.68808, 1.09637, 2.77352)  0.49
O (1.83520, 1.99677, 3.63114)  -1.00
O (0.75113, 0.94235, 1.96074)  -0.32
H (3.07683, 1.65290, 4.54494)  0.41
H (5.28412, -1.99472, 2.95166)  0.44
H (3.48103, -2.53292, 1.18112)  0.05
N (-1.63898, -2.02945, -1.23923)  0.17
C (-2.55219, -1.58268, -0.32865)  0.17
C (-3.88078, -1.41541, -0.67811)  -0.66
C (-4.86558, -1.11254, 0.26926)  -0.78
C (-4.55355, -1.01610, 1.59536)  -0.97
C (-3.20541, -1.16104, 1.99625)  1.08
C (-2.83872, -1.11810, 3.36113)  -1.02
C (-1.53719, -1.27697, 3.71411)  -1.17
C (-0.57318, -1.37813, 2.69116)  -0.41
N (-0.85274, -1.37214, 1.41116)  1.35
C (-2.17870, -1.36024, 1.04491)  0.28
H (-1.84150, -1.78627, -2.19503)  0.38
H (-0.64532, -1.90948, -1.01249)  -1.11
H (-4.15952, -1.55047, -1.71684)  0.38
H (-5.88822, -0.97900, -0.06255)  0.37
H (-5.30867, -0.82433, 2.34755)  0.38
H (-3.61395, -0.97264, 4.10531)  0.38
H (-1.21104, -1.26896, 4.74510)  0.45
H (0.47380, -1.42985, 2.95260)  0.42
C (-1.02211, 1.28070, -2.99068)  -1.40
C (-0.28431, 0.45157, -2.17345)  -0.73
N (-0.34428, 0.55025, -0.82564)  1.08
C (-1.11356, 1.49688, -0.30710)  -0.31
C (-1.92056, 2.39289, -1.05634)  0.29
C (-1.85121, 2.25077, -2.45046)  -0.28
C (-2.74901, 3.28730, -0.30106)  -0.72
C (-3.68971, 4.27469, -0.60118)  -0.89
C (-4.13992, 4.96029, -1.74609)  0.99
C (-5.19976, 5.91809, -1.61219)  -0.88
C (-5.62490, 6.60505, -2.70481)  -0.12
N (-5.09820, 6.44021, -3.95018)  -0.80
C (-4.12212, 5.53394, -3.98096)  -0.10
N (-3.61397, 4.80305, -3.01024)  -0.39
H (-0.94357, 1.16725, -4.06592)  0.42
H (0.37472, -0.31265, -2.55547)  0.63
H (-1.11582, 1.55359, 0.77372)  0.32
H (-2.42027, 2.91663, -3.08018)  0.60
H (-2.65469, 3.11124, 0.76710)  0.25
H (-4.19510, 4.63606, 0.29235)  0.14
H (-5.65523, 6.08901, -0.64350)  0.29
H (-6.42756, 7.33321, -2.61440)  0.36
H (-3.66962, 5.37329, -4.96109)  0.40
C (1.03864, -4.87511, -2.02435)  -1.45
Ge (1.02404, -3.96732, -0.26395)  0.98
C (-0.61062, -4.60330, 0.63958)  -1.34
C (2.47476, -4.89199, 0.75278)  -1.69
C (1.43503, -2.09334, -0.42067)  -0.57
H (0.95887, -5.95996, -1.91449)  0.40
H (1.96459, -4.64398, -2.55529)  0.38
H (0.20343, -4.52514, -2.63358)  0.40
H (-0.47183, -5.65547, 0.90442)  0.54
H (-1.47796, -4.51171, -0.01333)  0.31
H (-0.81408, -4.04468, 1.55232)  0.31
H (2.34336, -5.97710, 0.73192)  0.43
H (2.47666, -4.57214, 1.79746)  0.41
H (3.45399, -4.67080, 0.31500)  0.39
H (2.49647, -2.08184, -0.74300)  0.70
C (4.72500, 0.09496, -0.58724)  -1.36
C (3.46704, 0.80708, -1.13461)  1.38
C (3.18163, 0.25707, -2.54383)  -1.43
C (3.77679, 2.30659, -1.24878)  -1.84
O (2.41682, 0.65632, -0.26169)  -0.59
H (5.61750, 0.28624, -1.19393)  0.53
H (4.55438, -0.98444, -0.55782)  0.16
H (4.91384, 0.44371, 0.43184)  0.16
H (4.06791, 0.30166, -3.18824)  0.50
H (2.38540, 0.83529, -3.01342)  0.22
H (2.85266, -0.78149, -2.46822)  0.20
H (4.60176, 2.51058, -1.94112)  0.38
H (4.03565, 2.69973, -0.26276)  0.36
H (2.88291, 2.82884, -1.59486)  0.36